The following is a DFT calculation (ωB97M-V/def2-TZVPD) of 6 unconnected molecules or ions with the total composition C25H52FN2O18P at a distorted geometry.

Values from the calculation:
Electronic energy = -2888.6962 Ha
SMILES string = N=[PH2]N(CCCCO)C(=O)OF.CCOC(=O)OC.CCOC(=O)OC.CCOC(=O)OC.CCOC(=O)OC.CCOC(=O)OC
Largest force on an atom = 6.37 eV Å⁻¹
HOMO-LUMO gap = 9.4 eV
Net charge = 0
E_HOMO = -9.3 eV

Bonds (Å) are listed after each position.
Cartesian coordinates (Å):
1 N 0.4208 -2.0377 7.9550  P2 1.569, H13 1.012
2 P 1.4528 -0.8577 8.0257  N1 1.569, N3 1.731, H14 1.401, H15 1.408
3 N 0.7996 0.7277 7.7854  P2 1.731, C4 1.486, C9 1.406
4 C 0.5643 1.0684 6.3583  N3 1.486, C5 1.534, H16 1.077, H17 1.076
5 C 1.8390 1.1220 5.5060  C4 1.534, C6 1.537, H18 1.074, H19 1.079
6 C 1.7830 0.2096 4.2707  C5 1.537, C7 1.520, H20 1.080, H21 1.075
7 C 2.9017 -0.8188 4.2375  C6 1.520, O8 1.419, H22 1.089, H23 1.083
8 O 2.3807 -2.0427 3.7436  C7 1.419, H24 0.958
9 C -0.4209 0.7693 8.4818  N3 1.406, O10 1.125, O11 1.411
10 O -1.4546 0.6323 8.0586  C9 1.125
11 O -0.2265 1.0177 9.8570  C9 1.411, F12 1.385
12 F -0.3601 2.3949 9.9106  O11 1.385
13 H 0.4222 -2.4954 8.8580  N1 1.012
14 H 2.4419 -1.0154 7.0467  P2 1.401
15 H 2.0748 -0.8108 9.2879  P2 1.408
16 H -0.1880 0.4504 5.8988  C4 1.077
17 H 0.1497 2.0609 6.3584  C4 1.076
18 H 1.9176 2.1216 5.1202  C5 1.074
19 H 2.7383 0.9619 6.0796  C5 1.079
20 H 0.8507 -0.3325 4.2135  C6 1.080
21 H 1.8429 0.8198 3.3877  C6 1.075
22 H 3.2914 -0.9478 5.2459  C7 1.089
23 H 3.7353 -0.4896 3.6302  C7 1.083
24 H 3.0582 -2.7061 3.8790  O8 0.958
25 C -1.6590 -1.4800 -2.1521  C26 1.513, H32 1.091, H33 1.090, H34 1.090
26 C -2.7053 -1.8404 -1.1203  C25 1.513, O27 1.434, H35 1.089, H36 1.089
27 O -2.2156 -2.8074 -0.1808  C26 1.434, C28 1.335
28 C -1.4220 -2.3349 0.7826  O27 1.335, O29 1.204, O30 1.331
29 O -1.1028 -1.1845 0.9381  C28 1.204
30 O -1.0425 -3.3618 1.5394  C28 1.331, C31 1.435
31 C -0.1210 -3.0151 2.5839  O30 1.435, H37 1.087, H38 1.083, H39 1.086
32 H -1.2780 -2.3802 -2.6376  C25 1.091
33 H -2.0856 -0.8236 -2.9111  C25 1.090
34 H -0.8095 -0.9726 -1.6957  C25 1.090
35 H -3.5566 -2.3125 -1.6089  C26 1.089
36 H -3.0745 -0.9594 -0.5966  C26 1.089
37 H -0.5069 -2.2004 3.1908  C31 1.087
38 H 0.8393 -2.7482 2.1612  C31 1.083
39 H -0.0026 -3.8945 3.2104  C31 1.086
40 C -5.2514 -3.3238 -5.2538  C41 1.515, H47 1.091, H48 1.090, H49 1.089
41 C -4.2175 -3.0244 -6.3194  C40 1.515, O42 1.436, H50 1.088, H51 1.090
42 O -4.6327 -1.9480 -7.1752  C41 1.436, C43 1.331
43 C -4.4867 -0.7269 -6.6661  O42 1.331, O44 1.203, O45 1.334
44 O -4.0304 -0.4603 -5.5850  C43 1.203
45 O -4.9445 0.1524 -7.5591  C43 1.334, C46 1.428
46 C -4.9188 1.5099 -7.1152  O45 1.428, H52 1.088, H53 1.089, H54 1.086
47 H -6.2256 -3.5059 -5.7092  C40 1.091
48 H -4.9623 -4.2017 -4.6758  C40 1.090
49 H -5.3625 -2.4844 -4.5684  C40 1.089
50 H -4.0945 -3.8870 -6.9715  C41 1.088
51 H -3.2444 -2.8012 -5.8823  C41 1.090
52 H -3.9287 1.7885 -6.7616  C46 1.088
53 H -5.6562 1.6615 -6.3283  C46 1.089
54 H -5.1786 2.1259 -7.9712  C46 1.086
55 C 3.1215 3.6922 -0.6643  C56 1.514, H62 1.091, H63 1.090, H64 1.089
56 C 2.3935 3.4737 0.6447  C55 1.514, O57 1.437, H65 1.089, H66 1.090
57 O 3.3063 3.4060 1.7525  C56 1.437, C58 1.332
58 C 3.7707 4.5753 2.1889  O57 1.332, O59 1.202, O60 1.337
59 O 3.4851 5.6613 1.7600  C58 1.202
60 O 4.6168 4.3314 3.1945  C58 1.337, C61 1.429
61 C 5.2516 5.4975 3.7225  O60 1.429, H67 1.088, H68 1.089, H69 1.086
62 H 3.8927 2.9337 -0.8040  C55 1.091
63 H 2.4250 3.6452 -1.5010  C55 1.090
64 H 3.6142 4.6634 -0.6837  C55 1.089
65 H 1.8799 2.5139 0.6281  C56 1.089
66 H 1.6448 4.2451 0.8222  C56 1.090
67 H 4.5189 6.2524 3.9983  C61 1.088
68 H 5.9548 5.9030 2.9968  C61 1.089
69 H 5.7947 5.1859 4.6102  C61 1.086
70 C 8.2054 6.4467 -4.3461  C71 1.514, H77 1.091, H78 1.090, H79 1.089
71 C 7.8387 5.0722 -3.8279  C70 1.514, O72 1.434, H80 1.088, H81 1.090
72 O 6.4187 4.8693 -3.8270  C71 1.434, C73 1.333
73 C 5.8802 4.5823 -5.0116  O72 1.333, O74 1.203, O75 1.334
74 O 6.4716 4.4602 -6.0518  C73 1.203
75 O 4.5625 4.4558 -4.8435  C73 1.334, C76 1.429
76 C 3.8364 4.2190 -6.0510  O75 1.429, H82 1.088, H83 1.089, H84 1.086
77 H 7.6734 7.2184 -3.7883  C70 1.091
78 H 9.2776 6.6165 -4.2496  C70 1.090
79 H 7.9338 6.5550 -5.3955  C70 1.089
80 H 8.1505 4.9708 -2.7900  C71 1.088
81 H 8.3303 4.2842 -4.3976  C71 1.090
82 H 4.2476 3.3731 -6.5970  C76 1.088
83 H 3.8448 5.1114 -6.6751  C76 1.089
84 H 2.8131 3.9948 -5.7636  C76 1.086
85 C -8.2262 -5.9489 0.3814  C86 1.514, H92 1.091, H93 1.090, H94 1.089
86 C -7.8375 -6.3628 -1.0222  C85 1.514, O87 1.434, H95 1.089, H96 1.090
87 O -6.6680 -5.6664 -1.4734  C86 1.434, C88 1.335
88 C -5.5088 -6.1275 -0.9994  O87 1.335, O89 1.203, O90 1.333
89 O -5.3663 -7.0704 -0.2667  C88 1.203
90 O -4.5332 -5.3625 -1.4886  C88 1.333, C91 1.432
91 C -3.2229 -5.6939 -1.0148  O90 1.432, H97 1.088, H98 1.087, H99 1.085
92 H -8.3357 -4.8654 0.4425  C85 1.091
93 H -9.1680 -6.4160 0.6693  C85 1.090
94 H -7.4633 -6.2421 1.1015  C85 1.089
95 H -8.6276 -6.0944 -1.7213  C86 1.089
96 H -7.6853 -7.4393 -1.0952  C86 1.090
97 H -3.0037 -6.7484 -1.1700  C91 1.088
98 H -3.1268 -5.4348 0.0369  C91 1.087
99 H -2.5190 -5.0980 -1.5868  C91 1.085